(1)
{"formula": "C36H35IrN6P2", "method": "the ωB97M-V functional and the def2-TZVPD basis", "symbols": ["Ir", "C", "C", "P", "C", "C", "C", "C", "C", "C", "C", "C", "C", "C", "C", "C", "C", "P", "C", "C", "C", "C", "C", "C", "C", "C", "C", "C", "C", "C", "H", "H", "H", "H", "H", "H", "H", "H", "H", "H", "H", "H", "H", "H", "H", "H", "H", "H", "H", "H", "H", "H", "H", "H", "H", "H", "C", "C", "C", "C", "C", "C", "C", "C", "N", "H", "H", "H", "H", "H", "H", "N", "N", "N", "C", "N", "N", "H", "H", "H"], "positions_angstrom": [[-0.55549, -0.47110, 0.21431], [-1.93614, -0.68235, -3.36636], [-3.01959, -0.32791, -2.35322], [-2.67613, -0.56779, -0.60053], [-2.40249, -2.26962, -0.09775], [-2.27862, -3.33445, -1.01538], [-2.10814, -4.62151, -0.55616], [-2.03948, -4.87664, 0.81430], [-2.14364, -3.84201, 1.73498], [-2.32595, -2.54535, 1.28982], [-4.01787, 0.20440, 0.28912], [-4.82951, -0.52093, 1.16809], [-5.89850, 0.10446, 1.79015], [-6.17095, 1.44204, 1.53742], [-5.38742, 2.16032, 0.64076], [-4.31984, 1.54638, 0.01090], [-0.62441, 0.09048, -3.19448], [0.48984, -0.42316, -1.85435], [1.28378, -1.97140, -2.34867], [2.46328, -2.37831, -1.71464], [3.12684, -3.51958, -2.12895], [2.62333, -4.27774, -3.18114], [1.46487, -3.87570, -3.82654], [0.79890, -2.72871, -3.41714], [1.78288, 0.83234, -1.77891], [1.89837, 1.80085, -2.77905], [2.94782, 2.70874, -2.75063], [3.89242, 2.65496, -1.73703], [3.78549, 1.69440, -0.73772], [2.73382, 0.79482, -0.75340], [-2.33653, -0.44148, -4.35194], [-1.76304, -1.75325, -3.37301], [-3.93915, -0.89058, -2.54669], [-3.29842, 0.72635, -2.44297], [-2.36921, -3.16062, -2.07701], [-2.05078, -5.44007, -1.26092], [-1.91895, -5.89409, 1.16352], [-2.10971, -4.04986, 2.79618], [-2.46222, -1.75026, 2.01356], [-4.66285, -1.57356, 1.34572], [-6.53240, -0.46185, 2.45883], [-7.01074, 1.92202, 2.02192], [-5.61832, 3.19385, 0.42163], [-3.74864, 2.11608, -0.71329], [-0.83792, 1.15083, -3.03011], [-0.04169, 0.02819, -4.11675], [2.89967, -1.78888, -0.92098], [4.06100, -3.79783, -1.65748], [3.15216, -5.16013, -3.51639], [1.08860, -4.43864, -4.67002], [-0.06750, -2.42203, -3.98229], [1.19428, 1.85742, -3.59713], [3.03089, 3.45199, -3.53186], [4.71610, 3.35602, -1.72739], [4.52821, 1.64477, 0.04799], [2.65922, 0.06305, 0.04129], [-0.82184, 1.63017, 0.17205], [-0.29237, 1.42505, 1.51693], [-1.15663, 0.86310, 2.50015], [-0.69553, 0.61816, 3.78100], [0.61365, 0.97139, 4.11930], [1.46596, 1.56873, 3.17634], [1.03334, 1.76298, 1.88490], [1.09620, 0.71003, 5.44315], [1.50088, 0.45908, 6.48838], [-0.17050, 2.14013, -0.53044], [-1.84596, 1.97592, 0.14293], [-2.20906, 0.72675, 2.26973], [-1.34866, 0.20415, 4.53769], [2.46022, 1.87300, 3.47751], [1.68228, 2.22362, 1.15224], [1.83081, -5.07250, 1.22678], [1.67715, -3.71390, 1.33945], [2.35199, -2.98569, 2.20544], [1.81857, -1.79241, 2.03096], [0.87671, -1.82847, 1.07396], [0.78766, -3.08287, 0.65369], [2.57729, -5.36199, 1.85261], [2.03560, -5.31523, 0.26140], [2.11491, -0.91370, 2.57626]], "lumo_energy_ev": [-9.794, -11.449], "charge": 3, "gap_ev": [7.146, 5.711], "relative_energy_ev": 0.0000, "multiplicity": 2}

(2)
{"formula": "C5H10N2", "method": "the ωB97M-V functional and the def2-TZVPD basis", "symbols": ["C", "N", "C", "C", "C", "C", "N", "H", "H", "H", "H", "H", "H", "H", "H", "H", "H"], "positions_angstrom": [[-0.73373, -1.08910, 1.34919], [0.34647, -0.45426, 1.47457], [0.64042, 0.66521, 0.65637], [1.42530, 1.59740, 1.18860], [-0.18761, 0.91487, -0.57864], [-0.01522, -0.20527, -1.63782], [-1.16294, -1.11165, -1.86511], [-0.81716, -2.00372, 1.93073], [-1.54182, -0.75475, 0.69927], [1.69721, 2.51538, 0.69141], [1.76674, 1.40536, 2.19755], [0.18843, 1.83819, -1.00721], [-1.26010, 0.92627, -0.36825], [0.92556, -0.73431, -1.43971], [0.12886, 0.25039, -2.61401], [-1.20188, -1.77988, -1.10054], [-0.89896, -1.67101, -2.67010]], "lumo_energy_ev": 0.723, "gap_ev": 9.775, "relative_energy_ev": 1.7246, "smiles": "C=NC(=C)CCN"}

(3)
{"formula": "C5H12O2", "method": "the ωB97M-V functional and the def2-TZVPD basis", "symbols": ["C", "C", "C", "C", "C", "H", "H", "H", "H", "H", "H", "H", "H", "O", "H", "H", "O", "H", "H"], "positions_angstrom": [[-1.05188, -3.05097, 0.10971], [-1.89555, -2.29399, -0.57859], [-1.76527, -0.92498, -1.11078], [-1.06928, 0.06708, -0.45849], [-0.80111, 1.40118, -0.97991], [-1.21754, -4.11618, 0.14446], [-0.14637, -2.61787, 0.53743], [-2.92218, -2.65551, -0.60351], [-2.33100, -0.71696, -2.00513], [-1.42405, -0.09928, 0.55767], [-1.19149, 1.57650, -1.99107], [0.27305, 1.59580, -1.05328], [-1.10616, 2.23047, -0.34926], [1.27584, -1.93088, 3.95181], [0.77149, -2.71433, 3.75364], [1.93286, -2.10193, 4.62636], [4.17484, 5.69096, -1.80759], [3.82498, 5.77622, -0.91843], [4.66882, 4.88467, -1.82505]], "lumo_energy_ev": 0.743, "gap_ev": 9.194, "relative_energy_ev": 3.3494, "smiles": "C=C/C=C/C.O.O"}

(4)
{"formula": "C25H34BF19N2O18S", "method": "the ωB97M-V functional and the def2-TZVPD basis", "symbols": ["O", "N", "O", "C", "N", "B", "O", "O", "S", "O", "O", "F", "H", "H", "H", "H", "C", "C", "O", "C", "O", "C", "F", "F", "F", "H", "H", "H", "H", "H", "C", "C", "O", "C", "O", "C", "F", "F", "F", "H", "H", "H", "H", "H", "C", "C", "O", "C", "O", "C", "F", "F", "F", "H", "H", "H", "H", "H", "C", "C", "O", "C", "O", "C", "F", "F", "F", "H", "H", "H", "H", "H", "C", "C", "O", "C", "O", "C", "F", "F", "F", "H", "H", "H", "H", "H", "C", "C", "O", "C", "O", "C", "F", "F", "F", "H", "H", "H", "H", "H"], "positions_angstrom": [[1.60747, 0.39044, 0.81250], [1.23911, 1.25087, 0.13686], [-0.07944, 1.63921, 0.51417], [-1.06066, 1.00547, -0.33620], [-2.33998, 1.42863, 0.19825], [-2.78220, 2.78376, -0.31414], [-2.74354, 3.79847, 0.56473], [-3.16516, 3.04783, -1.59790], [-3.50760, 0.29205, 0.06776], [-4.72799, 0.94884, -0.14333], [-3.15614, -0.76642, -0.78862], [-3.55936, -0.27282, 1.50933], [-0.91337, -0.06751, -0.32072], [-0.90144, 1.41564, -1.32721], [-2.18542, 3.49434, 1.29482], [-2.41069, 3.00702, -2.19599], [-4.23741, 2.70220, -6.99737], [-3.65186, 1.33434, -7.27427], [-2.49061, 1.08992, -6.45469], [-2.73185, 0.69525, -5.21421], [-3.80493, 0.53336, -4.72094], [-1.40646, 0.43124, -4.48825], [-0.51400, 1.41322, -4.69304], [-0.84908, -0.71066, -4.90772], [-1.59081, 0.32867, -3.16572], [-3.47738, 3.47433, -7.12166], [-5.06331, 2.90626, -7.67724], [-4.60694, 2.77210, -5.97464], [-3.30746, 1.27509, -8.30419], [-4.38825, 0.54474, -7.13099], [-4.11830, -3.37033, -4.64732], [-5.61624, -3.57256, -4.64611], [-6.15246, -3.49439, -5.98281], [-6.04531, -4.59027, -6.71913], [-5.54903, -5.62110, -6.38113], [-6.69680, -4.35640, -8.08917], [-6.33860, -3.17411, -8.61293], [-8.03516, -4.36668, -7.98159], [-6.35039, -5.30564, -8.95729], [-3.86221, -2.43067, -5.14010], [-3.73422, -3.35100, -3.62837], [-3.61338, -4.16756, -5.18925], [-6.10036, -2.77846, -4.08158], [-5.89342, -4.51717, -4.18010], [3.35562, 3.18633, 3.49978], [3.08209, 4.49816, 4.20888], [2.14135, 5.29333, 3.45570], [0.86572, 4.97745, 3.61030], [0.43628, 4.10484, 4.30287], [-0.01175, 5.92617, 2.78275], [0.47149, 6.09923, 1.54441], [-0.08667, 7.13610, 3.35654], [-1.25299, 5.44974, 2.66990], [3.68683, 3.36966, 2.47659], [4.12200, 2.61926, 4.02212], [2.45284, 2.57749, 3.44434], [3.99040, 5.08729, 4.27218], [2.72092, 4.34464, 5.22044], [8.37399, 6.58282, 8.70315], [7.11255, 6.80814, 7.89787], [6.75791, 5.63095, 7.14612], [6.11443, 4.68558, 7.81729], [5.81295, 4.72222, 8.96988], [5.77060, 3.52604, 6.87306], [6.80842, 3.18581, 6.09811], [4.75085, 3.86625, 6.05516], [5.40200, 2.43959, 7.54404], [9.18519, 6.24979, 8.05517], [8.67512, 7.50266, 9.20262], [8.22527, 5.81230, 9.45880], [7.27265, 7.59415, 7.16317], [6.28135, 7.11712, 8.53008], [1.83989, -0.44453, 3.62825], [2.50785, -1.75721, 3.28555], [3.72052, -1.93737, 4.04145], [3.57189, -2.38295, 5.28160], [2.53705, -2.63923, 5.81634], [4.94900, -2.56184, 5.93555], [5.74515, -1.50780, 5.70690], [5.56201, -3.65210, 5.44662], [4.84046, -2.71115, 7.25417], [2.53663, 0.38360, 3.49199], [0.97164, -0.28249, 2.99743], [1.51740, -0.42660, 4.66926], [2.80417, -1.76314, 2.23857], [1.83696, -2.60157, 3.43850], [-1.95064, -9.21795, -3.22667], [-1.19005, -8.13554, -2.49124], [-0.48262, -7.28128, -3.41017], [-1.20263, -6.33072, -3.98814], [-2.36630, -6.12991, -3.81798], [-0.30592, -5.48116, -4.89952], [0.49727, -6.24272, -5.65294], [0.47038, -4.66670, -4.16575], [-1.03344, -4.72182, -5.71866], [-1.27965, -9.78037, -3.87651], [-2.41510, -9.90364, -2.51915], [-2.73037, -8.79132, -3.85680], [-0.43035, -8.57974, -1.85177], [-1.84686, -7.54412, -1.85480]], "lumo_energy_ev": -0.973, "gap_ev": 10.160, "relative_energy_ev": 0.6515, "smiles": "O=NOCN(B(O)O)S(=O)(=O)F.CCOC(=O)C(F)(F)F.CCOC(=O)C(F)(F)F.CCOC(=O)C(F)(F)F.CCOC(=O)C(F)(F)F.CCOC(=O)C(F)(F)F.CCOC(=O)C(F)(F)F"}